ORCA calculation (ωB97M-V/def2-TZVPD) on 2 unconnected molecules or ions with the total composition C6H15NO at a distorted geometry.

Energy = -367.56176 a.u.

```
23
Properties=species:S:1:pos:R:3:nbo_charge:R:1
C 2.11 -0.15 -0.70 -0.55
C 0.88 0.35 -0.69 0.21
C 0.49 1.66 -0.08 -0.47
C -0.41 1.64 1.16 -0.39
C -0.18 0.52 2.15 -0.60
N -0.15 -0.37 -1.25 -0.63
C -1.57 -0.04 -1.28 -0.40
H 2.28 -1.20 -0.92 0.18
H 2.99 0.28 -0.25 0.21
H 1.38 2.20 0.24 0.23
H 0.20 2.43 -0.79 0.22
H -1.48 1.57 0.94 0.20
H -0.32 2.60 1.63 0.21
H 0.85 0.36 2.47 0.21
H -0.74 0.75 3.08 0.21
H -0.50 -0.47 1.81 0.19
H 0.05 -1.16 -1.83 0.38
H -1.71 1.03 -1.23 0.20
H -2.12 -0.55 -0.51 0.19
H -1.96 -0.36 -2.24 0.20
O -0.73 -3.07 0.32 -0.93
H -0.51 -2.17 0.61 0.47
H -0.01 -3.26 -0.29 0.46
```



ORCA calculation (ωB97M-V/def2-TZVPD) on 2 unconnected molecules or ions with the total composition C6H15NO at a distorted geometry.

Energy = -367.56218 a.u.

```
23
Properties=species:S:1:pos:R:3:nbo_charge:R:1
C -0.17 1.92 -0.88 -0.63
C -0.40 0.57 -1.53 -0.49
C -1.62 -0.41 -0.91 0.62
C -2.71 0.22 -0.07 -0.73
O -1.75 -1.57 -1.30 -0.56
H 0.79 1.96 -0.37 0.22
H -0.13 2.70 -1.64 0.21
H -0.95 2.20 -0.16 0.21
H 0.54 0.03 -1.70 0.24
H -0.80 0.70 -2.54 0.21
H -2.90 1.25 -0.38 0.23
H -2.41 0.21 0.98 0.23
H -3.64 -0.34 -0.19 0.24
C 2.05 0.05 1.62 -0.41
N 1.01 -0.63 0.86 -0.63
C 1.43 -1.96 0.43 -0.42
H 1.68 1.03 1.94 0.20
H 2.94 0.20 1.01 0.19
H 2.32 -0.51 2.53 0.16
H 0.14 -0.70 1.39 0.35
H 2.30 -1.89 -0.23 0.19
H 1.67 -2.60 1.28 0.16
H 0.62 -2.43 -0.13 0.22
```



ORCA calculation (ωB97M-V/def2-TZVPD) on 2 unconnected molecules or ions with the total composition C6H15NO at a distorted geometry.

Energy = -367.54470 a.u.

```
23
Properties=species:S:1:pos:R:3:nbo_charge:R:1
C 0.67 0.55 -2.87 -0.62
C -0.20 1.03 -1.70 -0.42
C -0.02 0.21 -0.43 -0.32
C 0.48 -1.00 -0.32 0.00
N 0.45 -1.76 0.87 -0.62
C 0.44 -1.14 2.23 -0.22
C 1.21 0.16 2.36 -0.66
H 1.62 0.15 -2.46 0.21
H 0.95 1.31 -3.59 0.21
H 0.19 -0.29 -3.43 0.20
H -0.02 2.11 -1.56 0.21
H -1.26 0.94 -1.92 0.20
H -0.49 0.77 0.36 0.19
H 0.74 -1.67 -1.17 0.20
H 0.88 -2.66 0.85 0.38
H 0.80 -2.04 2.83 0.20
H -0.57 -0.99 2.60 0.18
H 2.08 0.17 3.00 0.22
H 1.60 0.62 1.41 0.24
H 0.63 1.01 2.66 0.21
O -3.75 0.96 -0.02 -0.94
H -3.13 0.41 -0.51 0.47
H -3.31 1.14 0.81 0.47
```



ORCA calculation (ωB97M-V/def2-TZVPD) on 2 unconnected molecules or ions with the total composition C6H15NO at a distorted geometry.

Energy = -367.58996 a.u.

```
23
Properties=species:S:1:pos:R:3:nbo_charge:R:1
C -0.37 -2.35 -0.54 -0.62
C 0.55 -1.53 0.40 -0.52
C -0.32 -0.98 1.46 0.68
N 0.26 -0.75 2.69 -0.83
O -1.48 -0.67 1.31 -0.61
H -1.31 -2.65 -0.09 0.24
H 0.15 -3.07 -1.19 0.21
H -0.74 -1.69 -1.37 0.21
H 1.28 -2.24 0.81 0.21
H 1.11 -0.77 -0.12 0.25
H -0.30 -0.34 3.42 0.40
H 1.18 -0.98 3.01 0.39
C 0.08 1.95 -2.85 -0.62
C -0.14 2.30 -1.39 -0.41
C 1.04 1.74 -0.52 -0.61
H -0.47 1.10 -3.25 0.21
H -0.03 2.88 -3.47 0.21
H 1.08 1.53 -2.99 0.20
H -0.15 3.39 -1.21 0.20
H -1.10 1.97 -1.04 0.21
H 1.52 0.89 -1.02 0.19
H 1.79 2.50 -0.41 0.20
H 0.68 1.62 0.49 0.21
```



ORCA calculation (ωB97M-V/def2-TZVPD) on 2 unconnected molecules or ions with the total composition C6H15NO at a distorted geometry.

Energy = -367.60204 a.u.

```
23
Properties=species:S:1:pos:R:3:nbo_charge:R:1
C -2.56 0.85 0.11 -0.60
C -1.70 1.90 -0.58 -0.52
C -0.20 1.89 -0.36 0.68
N 0.27 2.65 0.69 -0.84
O 0.55 1.24 -1.05 -0.61
H -2.55 0.99 1.20 0.20
H -2.10 -0.13 -0.07 0.22
H -3.59 0.93 -0.22 0.22
H -1.77 1.80 -1.69 0.23
H -2.12 2.91 -0.60 0.21
H 1.28 2.68 0.78 0.40
H -0.33 3.28 1.19 0.39
C 0.56 -3.30 -0.65 -0.60
C 0.82 -2.63 0.74 -0.40
C 2.23 -2.03 0.86 -0.61
H -0.03 -4.21 -0.48 0.20
H 0.08 -2.66 -1.37 0.21
H 1.52 -3.59 -1.09 0.20
H 0.03 -1.88 0.86 0.20
H 0.64 -3.39 1.50 0.19
H 2.23 -0.95 0.85 0.21
H 2.67 -2.38 1.80 0.20
H 2.80 -2.32 -0.01 0.20
```



ORCA calculation (ωB97M-V/def2-TZVPD) on 2 unconnected molecules or ions with the total composition C6H15NO at a distorted geometry.

⟨S²⟩ = 0.756
Energy = -367.17850 a.u.
Net charge = +1
Multiplicity = 2

```
23
Properties=species:S:1:pos:R:3:nbo_charge:R:1
C 0.78 0.25 1.74 -0.45
C 0.99 -0.74 2.92 -0.61
C 1.92 0.41 0.69 0.65
O 2.40 -0.58 0.13 -0.08
N 2.67 1.59 0.55 -0.72
H 0.10 -0.23 0.91 0.28
H 0.36 1.27 1.92 0.28
H 1.05 -0.25 3.78 0.23
H 1.91 -1.31 2.60 0.24
H 3.31 1.59 -0.22 0.43
H 2.36 2.50 0.97 0.46
H 0.31 -1.70 3.01 0.27
C -2.37 -0.34 -1.77 -0.39
C -1.14 -1.42 -1.44 -0.60
C -1.56 0.93 -1.94 -0.65
H -3.09 -0.17 -0.97 0.21
H -2.75 -0.77 -2.68 0.21
H -0.80 -1.28 -0.40 0.16
H -1.51 -2.39 -1.50 0.22
H -1.91 1.71 -1.09 0.21
H -2.12 1.47 -2.76 0.23
H -0.34 -1.38 -2.18 0.20
H -0.58 0.84 -2.29 0.21
```



ORCA calculation (ωB97M-V/def2-TZVPD) on a molecular structure, C6H15NO2 at a distorted geometry.

Energy = -442.69157 a.u.

```
24
Properties=species:S:1:pos:R:3:nbo_charge:R:1
C 0.07 0.64 0.08 -0.03
C -0.17 -0.79 0.03 0.14
C 0.19 0.48 1.94 -0.07
C -1.08 1.55 -0.27 -0.63
C 1.39 1.08 -0.50 -0.64
C -1.44 -1.48 0.46 -0.66
N 0.67 -1.68 -2.37 -0.55
O -0.33 -0.90 -1.75 -0.54
O 1.30 1.14 2.46 -0.71
H 2.07 0.58 2.37 0.47
H 0.73 -1.37 0.23 0.21
H 0.26 -2.56 -2.68 0.32
H 0.94 -1.23 -3.24 0.33
H 0.08 -0.48 2.46 0.17
H -0.67 1.08 2.23 0.17
H -2.02 1.21 0.15 0.21
H -0.87 2.56 0.11 0.22
H -1.19 1.57 -1.35 0.23
H 1.28 1.79 -1.32 0.22
H 1.98 0.26 -0.93 0.23
H 2.05 1.56 0.22 0.22
H -1.28 -2.02 1.39 0.21
H -2.27 -0.80 0.60 0.21
H -1.70 -2.19 -0.32 0.25
```



ORCA calculation (ωB97M-V/def2-TZVPD) on 2 unconnected molecules or ions with the total composition C6H15NO3S at a distorted geometry.

Energy = -916.19419 a.u.

```
26
Properties=species:S:1:pos:R:3:nbo_charge:R:1
C -0.02 -1.89 1.44 -0.61
C -0.46 -0.46 1.12 -0.22
N -0.05 0.09 -0.15 -0.46
C -0.20 1.52 -0.30 -0.22
C 0.50 2.41 0.68 -0.62
C -0.36 -0.60 -1.33 -0.23
C -1.86 -0.77 -1.46 -0.64
H -0.28 -2.04 2.45 0.22
H -0.54 -2.56 0.77 0.20
H 0.97 -1.99 1.46 0.23
H 0.06 0.12 1.91 0.22
H -1.55 -0.15 1.31 0.18
H 0.12 1.75 -1.40 0.22
H -1.23 1.81 -0.40 0.18
H -0.05 3.27 0.84 0.22
H 0.53 1.86 1.68 0.21
H 1.47 2.58 0.38 0.23
H -0.06 -0.01 -2.18 0.22
H 0.10 -1.52 -1.50 0.23
H -2.39 -0.35 -0.68 0.20
H -2.18 -0.19 -2.32 0.21
H -2.15 -1.75 -1.67 0.21
O 2.29 -1.62 -0.57 -0.89
S 2.33 -0.26 -0.17 2.47
O 2.61 -0.05 1.23 -0.89
O 2.39 0.81 -1.13 -0.88
```



ORCA calculation (ωB97M-V/def2-TZVPD) on 2 unconnected molecules or ions with the total composition C6H15NS at a distorted geometry.

Energy = -690.38040 a.u.

```
23
Properties=species:S:1:pos:R:3:nbo_charge:R:1
C -1.11 -0.48 0.03 -0.22
N -0.10 0.48 -0.47 -0.63
C 1.25 -0.13 -0.39 -0.04
C 2.42 0.96 -0.34 -0.58
S 3.64 0.38 0.89 0.01
C 1.51 -1.25 -1.47 -0.65
C -2.51 0.24 0.16 -0.40
C -2.67 0.94 1.52 -0.60
H -0.96 -0.98 0.91 0.17
H -1.37 -1.33 -0.77 0.19
H -0.05 1.30 0.15 0.35
H 1.42 -0.53 0.71 0.18
H 1.95 1.96 -0.16 0.23
H 2.85 1.05 -1.40 0.22
H 2.89 -1.61 0.64 0.10
H 2.62 -1.49 -1.40 0.22
H 1.36 -0.92 -2.48 0.22
H 1.09 -2.25 -1.33 0.22
H -2.78 0.99 -0.58 0.21
H -3.38 -0.47 0.19 0.20
H -3.65 1.32 1.54 0.21
H -1.87 1.70 1.74 0.19
H -2.54 0.13 2.31 0.19
```



ORCA calculation (ωB97M-V/def2-TZVPD) on C6H15P in the gas phase at a distorted geometry.

⟨S²⟩ = 2.005
Energy = -578.70747 a.u.
Multiplicity = 3

```
22
Properties=species:S:1:pos:R:3:nbo_charge:R:1
C -0.50 -0.83 -1.08 -0.47
C -1.82 -1.47 1.17 -0.62
C 1.37 1.01 -1.84 -0.97
C -0.06 1.95 0.63 -1.05
C 1.76 -0.37 0.61 -0.95
C -1.18 -1.85 -0.24 -0.49
P 0.36 0.45 -0.37 1.21
H -1.23 -0.41 -1.82 0.20
H -0.97 -1.47 1.86 0.20
H -2.45 -2.29 1.53 0.21
H -2.24 -0.46 1.16 0.22
H 2.08 1.87 -1.49 0.23
H 1.81 0.18 -2.27 0.23
H 0.76 1.52 -2.52 0.23
H 0.85 2.55 0.64 0.20
H -0.75 2.76 0.33 0.26
H -0.23 1.40 1.55 0.24
H 2.73 0.27 0.48 0.21
H 1.58 -0.55 1.64 0.24
H 2.08 -1.23 0.12 0.23
H -2.12 -2.14 -0.88 0.21
H -0.43 -2.63 -0.06 0.23
```



ORCA calculation (ωB97M-V/def2-TZVPD) on 2 unconnected molecules or ions with the total composition C6H16 at a distorted geometry.

Energy = -238.14241 a.u.

```
22
Properties=species:S:1:pos:R:3:nbo_charge:R:1
C -1.05 -0.04 0.91 -0.61
C -1.22 -0.47 -0.52 -0.22
C -2.45 -1.52 -0.63 -0.61
C -1.41 0.85 -1.31 -0.61
H -1.78 0.74 1.26 0.20
H -0.02 0.44 0.98 0.20
H -1.12 -0.85 1.64 0.20
H -0.25 -0.87 -0.79 0.20
H -2.77 -1.70 0.38 0.20
H -3.22 -1.07 -1.22 0.21
H -2.18 -2.51 -1.04 0.21
H -0.47 1.40 -1.18 0.21
H -1.71 0.68 -2.36 0.21
H -2.07 1.61 -0.88 0.20
C 2.09 0.34 0.20 -0.60
C 3.35 0.60 0.99 -0.63
H 1.20 0.94 0.41 0.20
H 2.29 0.33 -0.86 0.21
H 1.70 -0.75 0.41 0.20
H 4.13 0.82 0.22 0.21
H 3.35 1.31 1.82 0.22
H 3.62 -0.30 1.57 0.21
```



ORCA calculation (ωB97M-V/def2-TZVPD) on 2 unconnected molecules or ions with the total composition C6H16 at a distorted geometry.

Energy = -238.17624 a.u.

```
22
Properties=species:S:1:pos:R:3:nbo_charge:R:1
C -1.24 -0.55 -0.05 -0.61
C -0.22 -1.30 0.79 -0.22
C -0.73 -2.41 1.71 -0.60
C 0.99 -1.77 -0.03 -0.60
H -1.78 -1.35 -0.58 0.20
H -0.72 0.04 -0.81 0.21
H -1.93 0.14 0.42 0.21
H 0.18 -0.57 1.51 0.18
H -1.43 -3.03 1.19 0.20
H 0.09 -3.02 2.06 0.21
H -1.31 -1.99 2.54 0.21
H 1.62 -0.93 -0.27 0.21
H 1.55 -2.54 0.50 0.21
H 0.70 -2.27 -0.96 0.20
C 0.62 3.09 -0.40 -0.61
C 0.49 2.65 -1.85 -0.61
H 1.62 2.84 -0.02 0.20
H 0.51 4.17 -0.22 0.20
H -0.02 2.57 0.32 0.20
H -0.49 2.59 -2.32 0.21
H 0.76 1.59 -1.81 0.20
H 1.16 3.30 -2.40 0.21
```